The following is a DFT calculation (wB97M-V/def2-TZVPD) of a molecular structure, C33H33N6O3P2PtS2.

Atoms and positions in Å:
H -2.297 -1.035 -2.484
H -2.713 -5.781 -4.231
H 3.522 0.131 -2.155
Pt -0.148 0.120 0.245
N 3.361 0.429 -0.103
H -3.621 -3.621 -0.654
C -0.382 -0.432 3.156
H 3.416 -1.342 -1.196
C -2.385 -5.185 -3.389
C -2.896 -3.970 -1.383
H -0.762 -6.693 2.960
C -3.288 -0.613 -2.593
N 5.855 0.376 -0.002
H 3.358 -1.192 1.206
C -0.892 -4.937 1.746
C -2.660 -3.978 3.674
H -5.467 -1.662 0.221
C -4.154 0.375 2.606
C -5.821 0.511 -2.857
P -1.078 -2.656 0.182
C 5.407 1.804 -0.138
C -1.204 -5.712 2.848
N -2.544 -0.715 5.760
C 5.400 -0.427 -1.189
C -5.009 0.060 3.652
C 3.859 1.797 -0.177
H -3.340 -3.599 4.425
H 5.853 2.192 -1.052
H 3.496 2.258 -1.092
C -5.174 -0.028 -3.960
N 0.611 1.342 -2.018
N -0.642 -1.044 4.211
P -3.073 -0.042 0.090
C -1.756 -1.102 0.220
H -2.771 -2.200 2.473
C -1.456 -3.667 1.617
H -4.876 0.532 4.615
C -6.010 -0.883 3.468
C -1.544 -3.663 -1.234
H -5.715 0.899 -0.753
H -6.803 0.952 -2.962
O 0.914 1.622 -3.145
O 0.971 1.975 -1.009
S 0.903 -2.074 0.104
H -4.364 -4.959 -2.585
C -1.675 -0.829 5.009
H 3.332 0.384 1.978
N 0.050 0.137 2.211
H 5.693 0.381 2.091
H 5.771 -1.441 -1.047
C -3.315 -4.725 -2.464
H -6.666 -1.136 4.290
C -1.040 -4.886 -3.237
C -3.911 -0.589 -3.830
C -0.615 -4.119 -2.161
C 3.765 -0.184 1.155
C -3.940 -0.082 -1.481
C 3.853 -0.345 -1.232
C -6.171 -1.507 2.237
H -5.657 -0.007 -4.929
O -0.120 0.282 -1.801
C -2.342 -3.190 2.576
H -3.358 1.096 2.749
H 5.710 -1.227 1.346
C -5.329 -1.188 1.184
H 3.449 2.364 0.657
C -5.208 0.485 -1.614
H -6.954 -2.240 2.096
H 5.814 2.349 0.712
S -1.941 1.679 0.306
C -4.316 -0.244 1.369
C 5.309 -0.217 1.266
H -3.409 -1.006 -4.693
C -2.088 -5.232 3.810
H 5.875 0.003 -2.069
H 6.872 0.353 0.037
H -0.214 -5.316 0.990
H 0.430 -3.860 -2.050
H -2.329 -5.843 4.669
H -0.320 -5.244 -3.960

The multiplicity is 1. Its net charge is +1. The value obtained for the energy above the lowest of the compared OMol25 structures with the same formula, charge and spin is 0.270 eV. The highest occupied orbital energy comes out at -10.296 eV. The calculation puts the HOMO-LUMO gap at 7.308 eV.


The following is a DFT calculation (wB97M-V/def2-TZVPD) of a molecular structure, C33H33N6O4Ti in a non-equilibrium geometry.

Atoms and positions in Å:
N 1.002 -2.052 1.339
C 2.062 0.958 -4.384
H 1.515 4.342 -0.174
H -4.920 -0.272 4.466
H -1.614 0.065 -3.687
H 3.148 -3.254 3.618
C -0.586 0.332 -3.900
C -4.572 -1.599 -0.815
C 2.589 -3.211 2.694
C 0.323 0.331 -2.839
H 4.312 1.064 -0.151
C -3.569 2.313 2.772
C 1.156 0.990 -5.428
N -0.982 -2.159 -0.426
H -0.892 0.660 -5.988
O 0.230 -3.691 -1.670
C 1.313 3.341 0.213
H 1.478 1.259 -6.425
H 2.207 4.028 2.042
H 2.087 2.674 -0.166
H 3.452 1.563 3.190
H -5.512 1.621 -1.178
C -4.246 0.266 3.811
C 3.216 0.205 1.528
H -6.496 -0.675 -1.064
Ti -0.645 -0.162 0.066
C -0.050 2.925 -0.359
C 1.399 3.346 1.734
C -4.888 0.752 -1.021
C 2.698 0.566 -2.035
H 3.381 -5.039 1.888
N 2.506 0.201 -0.836
C -1.669 2.387 1.212
C 1.733 -2.149 2.443
H 1.167 0.763 3.867
H 3.106 1.192 -4.566
C 1.070 1.812 3.581
H -5.229 2.162 4.112
H 2.246 -0.291 1.558
C 1.675 0.618 -3.088
C 3.656 0.208 0.062
N -0.775 1.909 0.415
C -0.173 0.660 -5.178
H -3.063 -1.473 3.346
C -5.428 -0.525 -0.965
O -2.698 -3.668 -0.783
H 1.977 -4.861 -0.200
C 2.713 -4.202 1.731
H -4.906 -2.627 -0.811
O -0.069 0.089 -1.607
H 0.474 3.741 2.164
C -4.427 1.638 3.611
C -3.217 -0.413 3.192
H 1.568 2.425 4.351
H -3.068 1.881 -0.929
C -2.344 0.262 2.330
H 3.917 -0.396 2.111
C -3.215 -1.362 -0.677
H -1.840 3.468 1.198
O -1.354 -0.355 1.732
H 0.099 2.552 -1.371
C -2.254 -2.539 -0.643
N 1.624 2.005 2.257
C 1.947 -4.114 0.580
H -0.674 3.822 -0.428
C 0.070 -3.020 -0.678
C 3.029 1.584 2.178
C -3.524 0.902 -0.871
N -2.696 -0.126 -0.671
H -3.695 3.377 2.603
C 1.085 -3.037 0.445
H 1.626 -1.341 3.160
H 3.702 0.874 -2.368
H 4.244 -0.695 -0.127
H 3.596 2.339 1.626
H 0.006 2.055 3.579
C -2.531 1.644 2.110

The multiplicity is 2. Its net charge is 0. The value obtained for the energy above the lowest of the compared OMol25 structures with the same formula, charge and spin is 1.119 eV. As for the expectation value of S²: 0.75. The highest occupied orbital energy (alpha / beta) comes out at -7.081 / -8.019 eV. The calculation puts the HOMO-LUMO gap (alpha / beta) at 7.140 / 7.975 eV.


The following is a DFT calculation (wB97M-V/def2-TZVPD) of a molecular structure, C33H33N8O6RbS.

Atoms and positions in Å:
C 3.435 -1.469 -1.670
N 1.181 -1.868 -0.795
C 4.303 -0.893 -2.594
C 5.213 2.060 -1.001
H -0.273 -1.011 7.890
O -2.126 -2.153 1.199
N -4.693 0.540 3.353
C 1.931 1.475 0.863
H 0.849 -0.095 4.607
O 1.243 2.322 0.258
H -5.447 3.682 1.366
H -2.047 3.005 -3.187
H 3.847 -2.076 -0.873
H -6.350 3.446 3.706
C -0.873 -0.750 3.536
H -4.284 1.770 -3.018
N 6.584 -0.163 1.638
H 2.006 0.733 -4.472
C -0.738 -0.706 5.939
H 7.158 1.250 -0.522
H 2.374 -3.305 0.239
C 1.505 -0.462 -2.774
C 6.113 1.317 -0.258
H 0.963 -2.663 1.099
C -5.422 1.494 3.896
H -4.205 0.064 -2.509
H 0.753 -1.280 -5.162
N -2.338 0.980 -2.609
C 3.876 2.114 -0.629
C -2.772 0.226 -4.904
O 6.168 -0.768 2.609
C -2.388 -0.416 -6.085
O -4.217 -2.375 2.486
C -2.044 -1.189 6.005
C -4.239 0.739 2.086
C 0.229 -2.816 -1.366
H 2.386 -1.638 0.898
C 1.771 -2.396 0.415
H -2.505 -1.354 6.974
H -0.552 -3.028 -0.634
H -3.079 -0.504 -6.915
H -5.761 1.309 4.914
H -3.772 0.638 -4.832
C -5.751 2.673 3.246
H -3.935 1.349 -1.327
H 5.372 -1.045 -2.503
H -0.230 -2.392 -2.255
H 0.729 -3.763 -1.634
C -1.924 0.342 -3.819
H 5.553 2.583 -1.885
H 0.970 -0.399 6.982
C -1.706 2.280 -2.428
C 3.779 -0.114 -3.612
H 3.942 0.104 2.077
C -0.588 -0.201 -3.867
O 7.756 -0.182 1.288
N 0.164 -0.168 -2.753
H -1.965 2.681 -1.445
C -0.229 -0.831 -5.087
C -3.762 1.049 -2.363
C -0.161 -0.481 4.693
H -3.777 -1.803 4.881
C 2.060 -1.281 -1.742
H -0.781 -1.456 -7.053
C 4.305 0.659 1.224
N -4.511 1.868 1.370
H -0.371 -0.581 2.593
S -3.084 -1.558 2.112
C -2.172 -1.228 3.608
C 2.409 0.094 -3.695
Rb -0.828 0.263 -0.026
C 3.414 1.421 0.482
C 5.637 0.628 0.848
H 3.150 2.679 -1.201
C -5.245 2.790 1.957
O 1.561 0.646 1.727
H -0.623 2.178 -2.496
C -2.758 -1.442 4.846
N -0.029 -0.405 7.121
H 4.437 0.356 -4.336
C -1.107 -0.938 -6.156
N -3.466 -0.158 1.464

The multiplicity is 1. Its net charge is -2. The value obtained for the energy above the lowest of the compared OMol25 structures with the same formula, charge and spin is 0.000 eV. The highest occupied orbital energy comes out at -1.171 eV. The calculation puts the HOMO-LUMO gap at 4.968 eV.


Q: Which value of net charge does entry 2 give?
A: 0


Q: The lowest net charge belongs to which entry?
A: C33H33N8O6RbS


Repeat the first record exactly.
The following is a DFT calculation (wB97M-V/def2-TZVPD) of a molecular structure, C33H33N6O3P2PtS2.

Atoms and positions in Å:
H -2.297 -1.035 -2.484
H -2.713 -5.781 -4.231
H 3.522 0.131 -2.155
Pt -0.148 0.120 0.245
N 3.361 0.429 -0.103
H -3.621 -3.621 -0.654
C -0.382 -0.432 3.156
H 3.416 -1.342 -1.196
C -2.385 -5.185 -3.389
C -2.896 -3.970 -1.383
H -0.762 -6.693 2.960
C -3.288 -0.613 -2.593
N 5.855 0.376 -0.002
H 3.358 -1.192 1.206
C -0.892 -4.937 1.746
C -2.660 -3.978 3.674
H -5.467 -1.662 0.221
C -4.154 0.375 2.606
C -5.821 0.511 -2.857
P -1.078 -2.656 0.182
C 5.407 1.804 -0.138
C -1.204 -5.712 2.848
N -2.544 -0.715 5.760
C 5.400 -0.427 -1.189
C -5.009 0.060 3.652
C 3.859 1.797 -0.177
H -3.340 -3.599 4.425
H 5.853 2.192 -1.052
H 3.496 2.258 -1.092
C -5.174 -0.028 -3.960
N 0.611 1.342 -2.018
N -0.642 -1.044 4.211
P -3.073 -0.042 0.090
C -1.756 -1.102 0.220
H -2.771 -2.200 2.473
C -1.456 -3.667 1.617
H -4.876 0.532 4.615
C -6.010 -0.883 3.468
C -1.544 -3.663 -1.234
H -5.715 0.899 -0.753
H -6.803 0.952 -2.962
O 0.914 1.622 -3.145
O 0.971 1.975 -1.009
S 0.903 -2.074 0.104
H -4.364 -4.959 -2.585
C -1.675 -0.829 5.009
H 3.332 0.384 1.978
N 0.050 0.137 2.211
H 5.693 0.381 2.091
H 5.771 -1.441 -1.047
C -3.315 -4.725 -2.464
H -6.666 -1.136 4.290
C -1.040 -4.886 -3.237
C -3.911 -0.589 -3.830
C -0.615 -4.119 -2.161
C 3.765 -0.184 1.155
C -3.940 -0.082 -1.481
C 3.853 -0.345 -1.232
C -6.171 -1.507 2.237
H -5.657 -0.007 -4.929
O -0.120 0.282 -1.801
C -2.342 -3.190 2.576
H -3.358 1.096 2.749
H 5.710 -1.227 1.346
C -5.329 -1.188 1.184
H 3.449 2.364 0.657
C -5.208 0.485 -1.614
H -6.954 -2.240 2.096
H 5.814 2.349 0.712
S -1.941 1.679 0.306
C -4.316 -0.244 1.369
C 5.309 -0.217 1.266
H -3.409 -1.006 -4.693
C -2.088 -5.232 3.810
H 5.875 0.003 -2.069
H 6.872 0.353 0.037
H -0.214 -5.316 0.990
H 0.430 -3.860 -2.050
H -2.329 -5.843 4.669
H -0.320 -5.244 -3.960

The multiplicity is 1. Its net charge is +1. The value obtained for the energy above the lowest of the compared OMol25 structures with the same formula, charge and spin is 0.270 eV. The highest occupied orbital energy comes out at -10.296 eV. The calculation puts the HOMO-LUMO gap at 7.308 eV.


Repeat the third record exactly.
The following is a DFT calculation (wB97M-V/def2-TZVPD) of a molecular structure, C33H33N8O6RbS.

Atoms and positions in Å:
C 3.435 -1.469 -1.670
N 1.181 -1.868 -0.795
C 4.303 -0.893 -2.594
C 5.213 2.060 -1.001
H -0.273 -1.011 7.890
O -2.126 -2.153 1.199
N -4.693 0.540 3.353
C 1.931 1.475 0.863
H 0.849 -0.095 4.607
O 1.243 2.322 0.258
H -5.447 3.682 1.366
H -2.047 3.005 -3.187
H 3.847 -2.076 -0.873
H -6.350 3.446 3.706
C -0.873 -0.750 3.536
H -4.284 1.770 -3.018
N 6.584 -0.163 1.638
H 2.006 0.733 -4.472
C -0.738 -0.706 5.939
H 7.158 1.250 -0.522
H 2.374 -3.305 0.239
C 1.505 -0.462 -2.774
C 6.113 1.317 -0.258
H 0.963 -2.663 1.099
C -5.422 1.494 3.896
H -4.205 0.064 -2.509
H 0.753 -1.280 -5.162
N -2.338 0.980 -2.609
C 3.876 2.114 -0.629
C -2.772 0.226 -4.904
O 6.168 -0.768 2.609
C -2.388 -0.416 -6.085
O -4.217 -2.375 2.486
C -2.044 -1.189 6.005
C -4.239 0.739 2.086
C 0.229 -2.816 -1.366
H 2.386 -1.638 0.898
C 1.771 -2.396 0.415
H -2.505 -1.354 6.974
H -0.552 -3.028 -0.634
H -3.079 -0.504 -6.915
H -5.761 1.309 4.914
H -3.772 0.638 -4.832
C -5.751 2.673 3.246
H -3.935 1.349 -1.327
H 5.372 -1.045 -2.503
H -0.230 -2.392 -2.255
H 0.729 -3.763 -1.634
C -1.924 0.342 -3.819
H 5.553 2.583 -1.885
H 0.970 -0.399 6.982
C -1.706 2.280 -2.428
C 3.779 -0.114 -3.612
H 3.942 0.104 2.077
C -0.588 -0.201 -3.867
O 7.756 -0.182 1.288
N 0.164 -0.168 -2.753
H -1.965 2.681 -1.445
C -0.229 -0.831 -5.087
C -3.762 1.049 -2.363
C -0.161 -0.481 4.693
H -3.777 -1.803 4.881
C 2.060 -1.281 -1.742
H -0.781 -1.456 -7.053
C 4.305 0.659 1.224
N -4.511 1.868 1.370
H -0.371 -0.581 2.593
S -3.084 -1.558 2.112
C -2.172 -1.228 3.608
C 2.409 0.094 -3.695
Rb -0.828 0.263 -0.026
C 3.414 1.421 0.482
C 5.637 0.628 0.848
H 3.150 2.679 -1.201
C -5.245 2.790 1.957
O 1.561 0.646 1.727
H -0.623 2.178 -2.496
C -2.758 -1.442 4.846
N -0.029 -0.405 7.121
H 4.437 0.356 -4.336
C -1.107 -0.938 -6.156
N -3.466 -0.158 1.464

The multiplicity is 1. Its net charge is -2. The value obtained for the energy above the lowest of the compared OMol25 structures with the same formula, charge and spin is 0.000 eV. The highest occupied orbital energy comes out at -1.171 eV. The calculation puts the HOMO-LUMO gap at 4.968 eV.